# 1
{
  "formula": "C3H13N2O",
  "method": "ωB97M-V with the def2-TZVPD basis set",
  "total_charge": 1,
  "gap_ev": 10.49,
  "e_homo_ev": -13.75,
  "fmax_ev_per_a": 1.9,
  "elements": ["C", "N", "C", "H", "H", "H", "H", "H", "H", "H", "H", "N", "C", "O", "H", "H", "H", "H", "H"],
  "positions_angstrom": [[0.180, -0.109, 2.329], [0.728, 0.355, 1.069], [2.123, 0.966, 1.143], [-0.733, -0.577, 2.049], [0.932, -0.796, 2.786], [-0.039, 0.721, 2.943], [0.054, 0.946, 0.595], [0.729, -0.425, 0.415], [2.112, 1.934, 1.644], [2.475, 1.176, 0.144], [2.788, 0.241, 1.631], [-0.457, -1.299, -2.203], [-0.941, 0.021, -1.890], [-1.634, 0.125, -0.595], [0.158, -1.612, -1.443], [-1.195, -1.987, -2.238], [-0.107, 0.718, -1.907], [-1.707, 0.333, -2.652], [-2.471, -0.326, -0.766]],
  "forces_ev_per_a": [[0.8, -1.1, 0.3], [1.4, 0.6, -1.2], [-0.3, -0.2, -0.1], [-0.7, -0.7, 0.3], [-0.9, 0.5, -0.2], [0.0, 0.8, 0.8], [-0.3, 0.7, 0.1], [0.4, -0.3, 0.1], [-0.3, -0.3, 0.4], [0.0, -0.2, -0.4], [-0.3, 0.3, -0.1], [0.4, 0.4, 1.0], [-1.5, -0.4, -0.7], [0.7, -0.1, -0.6], [-0.1, 0.0, -0.6], [-0.3, 0.0, -0.3], [0.0, 0.1, 0.2], [1.0, -0.2, 0.5], [0.0, 0.2, 0.5]]
}

# 2
{
  "formula": "C45H25Cl4N5Sr",
  "method": "ωB97M-V with the def2-TZVPD basis set",
  "total_charge": 0,
  "gap_ev": 5.76,
  "e_homo_ev": -6.67,
  "fmax_ev_per_a": 0.3,
  "elements": ["Sr", "Cl", "C", "C", "C", "C", "C", "C", "C", "C", "C", "C", "C", "C", "C", "C", "C", "C", "Cl", "C", "C", "C", "N", "C", "C", "C", "C", "C", "C", "Cl", "C", "C", "C", "C", "C", "C", "N", "C", "C", "C", "C", "C", "N", "C", "C", "C", "C", "Cl", "C", "C", "C", "C", "N", "H", "H", "H", "H", "H", "H", "H", "H", "H", "H", "H", "H", "H", "H", "H", "H", "H", "H", "H", "H", "H", "H", "H", "H", "N", "C", "H"],
  "positions_angstrom": [[-0.650, -0.638, 1.172], [3.756, 7.041, 4.983], [3.034, 5.710, 4.128], [3.584, 5.292, 2.928], [3.003, 4.229, 2.253], [1.881, 3.579, 2.763], [1.348, 4.026, 3.969], [1.917, 5.087, 4.657], [1.257, 2.439, 2.030], [-0.025, 2.670, 1.487], [-0.700, 3.953, 1.473], [-1.852, 3.784, 0.782], [-1.886, 2.400, 0.352], [-2.846, 1.860, -0.520], [-3.956, 2.774, -0.941], [-5.222, 2.677, -0.380], [-6.251, 3.514, -0.791], [-6.001, 4.453, -1.776], [-7.286, 5.502, -2.301], [-4.747, 4.571, -2.354], [-3.731, 3.728, -1.931], [-2.827, 0.600, -1.141], [-1.937, -0.401, -0.904], [-2.122, -1.352, -1.851], [-1.298, -2.480, -2.060], [-1.759, -3.424, -3.121], [-2.843, -4.264, -2.882], [-3.306, -5.137, -3.856], [-2.676, -5.164, -5.088], [-3.248, -6.250, -6.320], [-1.599, -4.335, -5.357], [-1.149, -3.471, -4.372], [-0.063, -2.746, -1.447], [0.826, -3.831, -1.818], [1.949, -3.693, -1.075], [1.755, -2.526, -0.235], [0.525, -1.999, -0.472], [2.735, -1.980, 0.618], [2.684, -0.732, 1.272], [3.765, -0.158, 2.052], [3.362, 1.078, 2.432], [2.027, 1.269, 1.895], [1.649, 0.146, 1.228], [3.989, -2.776, 0.768], [5.196, -2.310, 0.252], [6.360, -3.053, 0.370], [6.314, -4.279, 1.013], [7.770, -5.219, 1.168], [5.128, -4.771, 1.530], [3.972, -4.015, 1.402], [-3.240, -0.978, -2.696], [-3.668, 0.231, -2.266], [-0.783, 1.758, 0.824], [4.451, 5.796, 2.526], [3.420, 3.900, 1.310], [0.473, 3.533, 4.375], [1.502, 5.428, 5.595], [-0.324, 4.867, 1.904], [-2.593, 4.531, 0.551], [-5.411, 1.935, 0.386], [-7.238, 3.439, -0.357], [-4.576, 5.309, -3.125], [-2.746, 3.800, -2.375], [-3.334, -4.234, -1.918], [-4.147, -5.789, -3.665], [-1.126, -4.366, -6.329], [-0.314, -2.814, -4.581], [0.629, -4.579, -2.568], [2.838, -4.301, -1.107], [4.705, -0.635, 2.274], [3.913, 1.793, 3.021], [5.218, -1.354, -0.257], [7.294, -2.691, -0.036], [5.113, -5.731, 2.026], [3.039, -4.394, 1.800], [-3.606, -1.543, -3.538], [-4.451, 0.846, -2.681], [-1.630, -1.727, 5.021], [-1.394, -1.446, 3.926], [-1.819, -1.962, 5.974]],
  "forces_ev_per_a": [[-0.2, -0.2, 0.2], [0.0, 0.0, 0.0], [0.0, 0.0, 0.0], [0.0, 0.0, 0.0], [0.0, 0.0, 0.0], [0.0, 0.0, 0.0], [0.0, 0.0, 0.0], [0.0, 0.0, 0.0], [-0.1, 0.0, 0.0], [0.0, 0.0, 0.0], [0.0, 0.0, 0.0], [0.0, 0.0, 0.0], [0.1, 0.1, 0.0], [-0.1, 0.0, 0.0], [0.1, 0.0, -0.1], [0.0, 0.0, 0.0], [0.0, 0.0, 0.0], [0.0, 0.0, 0.0], [0.0, 0.0, 0.0], [0.0, 0.0, 0.0], [0.0, 0.0, 0.1], [0.1, -0.1, -0.1], [0.2, 0.2, 0.1], [0.0, -0.1, 0.1], [-0.1, 0.2, 0.0], [0.0, -0.1, 0.0], [0.0, 0.0, 0.0], [0.0, 0.0, 0.0], [0.0, 0.0, 0.0], [0.0, 0.0, 0.0], [0.0, 0.0, 0.0], [0.1, 0.0, 0.0], [0.0, 0.0, 0.0], [0.0, 0.0, 0.0], [0.0, 0.0, 0.0], [0.0, 0.1, 0.0], [0.0, -0.1, -0.1], [0.0, 0.0, 0.0], [0.1, 0.0, 0.0], [0.0, 0.0, 0.0], [0.0, 0.0, 0.0], [0.0, 0.0, 0.0], [0.1, 0.0, -0.1], [0.0, 0.1, 0.0], [0.0, 0.0, 0.0], [0.0, 0.0, 0.0], [0.0, 0.0, 0.0], [0.0, 0.0, 0.0], [0.0, 0.0, 0.0], [0.0, 0.0, 0.0], [0.1, 0.0, -0.1], [-0.1, 0.1, 0.1], [0.0, 0.1, 0.0], [0.0, 0.0, 0.0], [0.0, 0.0, 0.0], [0.0, 0.0, 0.0], [0.0, 0.0, 0.0], [0.0, 0.0, 0.0], [0.0, 0.0, 0.0], [0.0, 0.0, 0.0], [0.0, 0.0, 0.0], [0.0, 0.0, 0.0], [0.0, 0.0, 0.0], [0.0, 0.0, 0.0], [0.0, 0.0, 0.0], [0.0, 0.0, 0.0], [0.0, 0.0, 0.0], [0.0, 0.0, 0.0], [0.0, 0.0, 0.0], [0.0, 0.0, 0.0], [0.0, 0.0, 0.0], [0.0, 0.0, 0.0], [0.0, 0.0, 0.0], [0.0, 0.0, 0.0], [0.0, 0.0, 0.0], [0.0, 0.0, 0.0], [0.0, 0.0, 0.0], [0.0, 0.0, 0.0], [0.0, 0.0, 0.0], [0.0, 0.0, 0.0]]
}

# 3
{
  "formula": "C16H34ClN3O2P",
  "method": "ωB97M-V with the def2-TZVPD basis set",
  "total_charge": 1,
  "gap_ev": 9.02,
  "e_homo_ev": -11.79,
  "fmax_ev_per_a": 2.5,
  "smiles": "CCCCCCCC[C@@]1(Cl)[C@H]([PH2]=N)O[C@H](CC(=O)N(C)C)[N@@H+]1C",
  "elements": ["C", "C", "C", "C", "C", "C", "C", "C", "C", "Cl", "C", "P", "N", "O", "C", "C", "C", "O", "N", "C", "C", "N", "C", "H", "H", "H", "H", "H", "H", "H", "H", "H", "H", "H", "H", "H", "H", "H", "H", "H", "H", "H", "H", "H", "H", "H", "H", "H", "H", "H", "H", "H", "H", "H", "H", "H", "H"],
  "positions_angstrom": [[-2.350, 1.436, 3.778], [-2.442, 2.683, 2.913], [-3.342, 2.501, 1.677], [-2.826, 3.275, 0.451], [-1.920, 2.417, -0.458], [-0.416, 2.684, -0.294], [0.436, 1.394, -0.274], [1.533, 1.421, -1.334], [2.461, 0.207, -1.397], [3.588, 0.570, -2.719], [3.177, -0.139, -0.075], [4.948, -0.718, -0.075], [6.006, 0.305, -0.598], [2.465, -1.262, 0.496], [1.335, -1.582, -0.297], [0.907, -3.018, -0.201], [-0.508, -3.188, -0.741], [-0.768, -4.039, -1.595], [-1.461, -2.276, -0.198], [-2.091, -2.860, 1.015], [-2.491, -1.972, -1.205], [1.689, -1.088, -1.648], [2.320, -2.040, -2.617], [-1.786, 0.659, 3.267], [-3.327, 1.040, 4.036], [-1.843, 1.671, 4.709], [-2.834, 3.507, 3.500], [-1.450, 2.955, 2.563], [-4.355, 2.824, 1.890], [-3.409, 1.443, 1.431], [-2.288, 4.161, 0.768], [-3.692, 3.565, -0.137], [-2.149, 1.378, -0.233], [-2.196, 2.557, -1.499], [-0.098, 3.257, -1.163], [-0.207, 3.284, 0.582], [0.822, 1.228, 0.729], [-0.250, 0.584, -0.509], [2.178, 2.279, -1.182], [1.057, 1.519, -2.308], [3.113, 0.650, 0.668], [4.914, -1.969, -0.720], [5.101, -1.012, 1.290], [6.516, -0.090, -1.378], [0.528, -1.008, 0.137], [0.883, -3.277, 0.856], [1.569, -3.722, -0.688], [-2.093, -3.947, 0.989], [-1.611, -2.502, 1.919], [-3.122, -2.534, 1.062], [-2.988, -1.048, -0.931], [-2.062, -1.865, -2.196], [-3.254, -2.744, -1.268], [0.835, -0.789, -2.127], [2.160, -1.670, -3.618], [1.842, -3.009, -2.547], [3.370, -2.169, -2.409]],
  "forces_ev_per_a": [[0.1, 0.3, 0.1], [-0.5, -0.4, -0.3], [0.4, 0.4, 0.1], [-0.4, -0.8, -0.3], [-0.1, 0.3, 0.5], [0.2, -0.4, -0.6], [-0.4, 0.3, -0.2], [-0.3, -0.5, 0.6], [0.8, 0.5, 0.3], [-0.1, -0.3, -0.1], [-0.2, -1.0, 0.6], [1.2, 0.9, -0.4], [-0.4, -0.6, 0.2], [0.2, -0.5, -0.6], [0.5, 0.1, 1.8], [-0.2, -0.3, -0.1], [-0.6, -1.5, -1.3], [0.7, 2.0, 1.4], [-0.1, -0.6, -0.8], [0.2, 0.4, 0.2], [-0.3, -0.1, 0.1], [-0.6, 0.6, -1.4], [0.0, -0.6, 0.1], [0.0, -0.2, -0.1], [-0.2, 0.0, 0.0], [0.1, -0.1, 0.2], [0.1, 0.2, 0.1], [0.3, 0.1, 0.1], [-0.2, 0.0, 0.2], [0.0, -0.2, -0.1], [-0.1, 0.3, 0.0], [0.0, 0.3, -0.1], [0.1, -0.2, 0.0], [0.0, 0.1, -0.2], [0.1, 0.3, 0.0], [0.0, 0.1, 0.2], [0.2, -0.1, 0.1], [-0.1, -0.2, 0.1], [0.1, 0.2, -0.1], [0.1, 0.2, -0.2], [0.0, 0.5, -0.3], [-0.4, -0.1, 0.2], [-0.5, -0.2, 0.0], [0.2, 0.3, -0.1], [-0.4, 0.3, -0.7], [0.1, 0.1, 0.2], [0.1, -0.1, 0.0], [0.0, -0.2, 0.0], [0.2, -0.1, 0.1], [-0.2, 0.1, -0.1], [0.0, 0.2, 0.1], [0.2, 0.1, -0.1], [0.0, -0.2, -0.1], [-0.2, 0.0, 0.2], [0.2, 0.2, -0.1], [-0.3, 0.0, 0.1], [0.2, 0.1, 0.1]]
}

# 4
{
  "formula": "C25H30BFeN11",
  "method": "ωB97M-V with the def2-TZVPD basis set",
  "total_charge": 2,
  "gap_ev": [6.84, 6.84],
  "e_homo_ev": [-12.31, -12.31],
  "fmax_ev_per_a": 0.1,
  "elements": ["Fe", "C", "C", "N", "N", "C", "B", "N", "C", "C", "C", "N", "N", "C", "C", "C", "N", "H", "H", "H", "H", "H", "H", "H", "H", "H", "H", "N", "C", "C", "N", "C", "C", "H", "H", "H", "H", "H", "H", "H", "H", "H", "H", "H", "N", "C", "C", "C", "C", "C", "C", "N", "C", "C", "C", "C", "N", "C", "C", "H", "H", "H", "H", "H", "H", "H", "H", "H"],
  "positions_angstrom": [[0.293, 1.725, -0.325], [-0.091, 2.103, 3.860], [-0.504, 1.524, 2.663], [0.172, 2.042, 1.635], [1.033, 2.944, 2.152], [0.895, 2.997, 3.482], [2.084, 3.628, 1.238], [2.900, 2.505, 0.564], [4.214, 2.241, 0.570], [4.434, 1.088, -0.157], [3.165, 0.694, -0.578], [2.247, 1.555, -0.138], [1.337, 4.375, 0.106], [1.381, 5.657, -0.275], [0.620, 5.802, -1.421], [0.142, 4.521, -1.680], [0.572, 3.666, -0.747], [-0.444, 1.896, 4.855], [-1.234, 0.745, 2.505], [1.512, 3.655, 4.071], [2.775, 4.371, 1.862], [4.900, 2.887, 1.092], [5.373, 0.605, -0.354], [2.880, -0.162, -1.167], [1.964, 6.373, 0.279], [0.470, 6.695, -2.001], [-0.454, 4.179, -2.514], [-4.642, 2.356, 0.095], [-4.171, 1.249, -0.810], [-2.714, 0.921, -0.518], [-1.817, 2.087, -0.604], [-2.318, 3.156, 0.286], [-3.747, 3.564, -0.017], [-4.646, 2.029, 1.065], [-5.609, 2.605, -0.125], [-4.309, 1.613, -1.829], [-4.816, 0.387, -0.654], [-2.396, 0.152, -1.219], [-2.608, 0.492, 0.481], [-1.839, 2.449, -1.557], [-1.676, 4.030, 0.197], [-2.231, 2.806, 1.316], [-3.870, 3.944, -1.031], [-4.105, 4.313, 0.687], [0.551, -5.285, -1.739], [0.714, -6.598, -1.350], [0.802, -7.787, -2.072], [0.976, -8.935, -1.332], [1.060, -8.911, 0.075], [0.976, -7.735, 0.781], [0.802, -6.555, 0.049], [0.707, -5.253, 0.489], [0.564, -4.534, -0.592], [0.429, -3.085, -0.548], [0.115, -2.297, -1.657], [0.001, -0.932, -1.500], [0.182, -0.302, -0.330], [0.509, -1.058, 0.731], [0.625, -2.427, 0.669], [0.526, -4.956, -2.687], [0.742, -7.813, -3.151], [1.049, -9.885, -1.843], [1.198, -9.844, 0.604], [1.044, -7.709, 1.860], [-0.048, -2.723, -2.637], [-0.228, -0.307, -2.359], [0.701, -0.526, 1.653], [0.883, -3.003, 1.546]],
  "forces_ev_per_a": [[0.1, 0.0, 0.1], [0.0, 0.0, 0.0], [0.0, 0.0, 0.0], [0.1, 0.0, 0.0], [0.0, 0.0, 0.0], [0.0, 0.0, 0.0], [0.1, -0.1, -0.1], [-0.1, 0.0, 0.1], [0.0, 0.0, 0.0], [0.0, 0.0, 0.0], [0.0, 0.0, 0.0], [0.0, 0.0, -0.1], [-0.1, 0.0, 0.0], [0.0, 0.0, 0.0], [0.0, 0.0, 0.0], [0.0, 0.0, 0.0], [0.0, 0.0, 0.1], [0.0, 0.0, 0.0], [0.0, 0.0, 0.0], [0.0, 0.0, 0.0], [0.0, 0.0, 0.0], [0.0, 0.0, 0.0], [0.0, 0.0, 0.0], [0.0, 0.0, 0.0], [0.0, 0.0, 0.0], [0.0, 0.0, 0.0], [0.0, 0.0, 0.0], [0.0, 0.0, 0.0], [0.0, 0.1, 0.0], [0.0, -0.1, 0.0], [-0.1, 0.0, -0.1], [0.1, 0.1, 0.1], [-0.1, 0.0, 0.0], [0.0, 0.0, 0.0], [0.0, 0.0, 0.0], [0.0, 0.0, 0.0], [0.0, 0.0, 0.0], [0.0, 0.0, 0.0], [0.0, 0.0, 0.0], [0.0, 0.0, 0.0], [0.0, 0.0, 0.0], [0.0, 0.0, 0.0], [0.0, 0.0, 0.0], [0.0, 0.0, 0.0], [0.0, 0.0, 0.0], [0.0, 0.0, 0.0], [0.0, 0.0, 0.0], [0.0, 0.0, 0.0], [0.0, 0.0, 0.0], [0.0, 0.0, 0.0], [0.0, 0.0, 0.0], [0.0, 0.0, 0.0], [0.0, 0.0, 0.0], [0.0, 0.0, 0.0], [0.0, 0.0, 0.0], [0.0, 0.0, 0.0], [-0.1, 0.1, 0.0], [0.0, 0.0, 0.0], [0.0, 0.0, 0.0], [0.0, 0.0, 0.0], [0.0, 0.0, 0.0], [0.0, 0.0, 0.0], [0.0, 0.0, 0.0], [0.0, 0.0, 0.0], [0.0, 0.0, 0.0], [0.0, 0.0, 0.0], [0.0, 0.0, 0.0], [0.0, 0.0, 0.0]]
}

# 5
{
  "formula": "C3H12O4",
  "method": "ωB97M-V with the def2-TZVPD basis set",
  "total_charge": -1,
  "gap_ev": [2.21, 8.35],
  "spin_multiplicity": 2,
  "e_homo_ev": [0.96, -5.31],
  "fmax_ev_per_a": 3.5,
  "s2": 0.750,
  "elements": ["C", "C", "O", "C", "H", "H", "H", "H", "H", "H", "H", "H", "O", "H", "H", "O", "H", "H", "O"],
  "positions_angstrom": [[0.863, -0.250, 2.281], [0.825, 0.740, 1.389], [-0.102, 0.604, 0.357], [1.104, 2.147, 1.756], [1.439, -0.091, 3.176], [0.395, -1.131, 1.817], [-0.479, -0.308, 0.309], [1.750, 2.054, 2.603], [1.448, 2.815, 0.900], [0.148, 2.567, 2.042], [2.033, -3.672, -1.813], [0.887, -3.838, -2.747], [1.147, -3.415, -1.913], [-3.743, 0.773, 1.049], [-2.718, 1.920, 1.463], [-2.853, 1.158, 0.879], [0.119, -0.215, -2.857], [-1.277, -0.602, -3.468], [-0.286, -0.357, -3.702]],
  "forces_ev_per_a": [[0.7, -0.1, -1.5], [-3.1, -0.5, -0.1], [1.2, 0.1, -0.6], [0.2, 0.6, -1.9], [0.0, -0.7, 0.3], [0.4, -0.3, 1.5], [0.3, 1.0, 0.3], [0.7, 0.7, 0.4], [0.1, -1.0, 1.2], [-0.3, 0.2, 0.3], [2.0, -0.4, 0.4], [-0.1, 0.3, 0.3], [-1.9, 0.2, -0.7], [0.6, 0.6, 0.2], [-0.3, -0.1, 0.1], [-0.4, -0.6, -0.3], [0.3, 0.1, 0.9], [3.1, 0.8, -0.5], [-3.4, -0.9, -0.3]]
}

# 6
{
  "formula": "C4H3NOS",
  "method": "ωB97M-V with the def2-TZVPD basis set",
  "total_charge": 0,
  "gap_ev": 8.58,
  "e_homo_ev": -9.03,
  "fmax_ev_per_a": 1.9,
  "smiles": "C#CC(=S)ON=C",
  "elements": ["C", "C", "C", "C", "H", "H", "H", "N", "O", "S"],
  "positions_angstrom": [[1.296, -1.828, -0.241], [-0.421, 1.022, -0.817], [-0.966, 1.217, 0.511], [-1.506, 1.391, 1.577], [1.453, -2.649, 0.478], [1.860, -1.823, -1.167], [-1.942, 1.562, 2.561], [0.508, -0.910, 0.108], [0.362, -0.094, -1.039], [-0.646, 2.113, -1.970]],
  "forces_ev_per_a": [[0.7, -1.1, 1.1], [0.5, -0.4, 0.8], [-0.3, -0.4, 0.2], [0.2, 0.1, 0.1], [0.0, 0.7, -0.3], [-0.3, 0.0, -0.2], [0.3, -0.1, -0.9], [-0.3, -0.3, -0.8], [-0.9, 1.6, 0.4], [0.0, 0.0, -0.5]]
}